Arrangement 1

ORCA calculation (the ωB97M-V functional and the def2-TZVPD basis) on a 2-piece molecular cluster, C2H9NO2 overall.

The geometry in XYZ format:
```
14
Properties=species:S:1:pos:R:3:mulliken_charge:R:1
C 0.31238 0.85293 -1.76780 -0.760
N -0.12259 1.08849 -0.39032 -0.351
C -1.14698 0.15225 0.03788 -0.376
O -0.80171 -1.24101 -0.06570 -0.530
H -0.55527 0.78132 -2.41324 0.302
H 0.97750 1.65107 -2.05855 0.317
H 0.89285 -0.06305 -1.89896 0.270
H 0.65831 0.92241 0.23460 0.216
H -1.98777 0.26155 -0.65015 0.349
H -1.40993 0.36070 1.07398 0.285
H -0.27851 -1.49317 0.70802 0.338
O 1.35275 -0.64014 1.89021 -0.675
H 2.08650 -0.66855 2.52385 0.299
H 1.80345 -0.83630 1.05678 0.315
```

Orbital gap = 9.530 eV
LUMO energy = 0.427 eV

---

Arrangement 2

ORCA calculation (the ωB97M-V functional and the def2-TZVPD basis) on a 3-piece molecular cluster, C2H9NO2 overall.

The geometry in XYZ format:
```
14
Properties=species:S:1:pos:R:3:mulliken_charge:R:1
C -0.69079 2.69144 -0.35967 -0.917
C -1.87817 2.00836 -0.39063 0.170
N -1.95027 0.62815 -0.19863 -0.393
H 0.22262 2.22423 -0.16308 0.290
H -0.63640 3.67843 -0.75855 0.240
H -2.80971 2.19561 -0.95518 0.276
H -1.07536 0.14918 -0.17318 0.122
H -2.72192 0.18031 -0.59802 0.232
O 3.34847 -1.62089 1.48230 -0.644
H 3.19773 -2.52557 1.76671 0.310
H 2.58469 -1.52802 0.85487 0.342
O 0.43769 -2.42546 -0.67150 -0.661
H 0.16871 -2.97280 0.08950 0.330
H -0.15392 -1.62636 -0.65728 0.304
```

Orbital gap = 8.701 eV
LUMO energy = 0.311 eV

---

Arrangement 3

ORCA calculation (the ωB97M-V functional and the def2-TZVPD basis) on a 2-piece molecular cluster, C2H9NO2 overall.

The geometry in XYZ format:
```
14
Properties=species:S:1:pos:R:3:mulliken_charge:R:1
N -1.91744 -0.44813 -0.32238 -0.513
C -1.21732 0.74879 -0.00022 0.027
O -1.66369 1.78468 -1.06350 -0.584
H -2.96014 -0.46295 -0.65182 0.215
H -1.64968 -1.26001 0.30634 0.204
H -1.53544 1.10704 0.93393 0.261
H -0.02724 0.85628 0.02071 0.054
H -1.24516 1.27465 -1.95955 0.323
C 2.08384 -0.51785 0.09378 -0.709
O 1.45148 -0.87599 1.30057 -0.502
H 1.50538 -0.74183 -0.79351 0.268
H 2.20033 0.58064 0.09964 0.313
H 2.91578 -1.17174 -0.03812 0.339
H 2.05929 -0.87358 2.07413 0.303
```

Orbital gap = 9.743 eV
LUMO energy = 0.795 eV

---

So which one is most stable? That would be arrangement 1, about 22.7 kcal/mol below the next structure.

---

Arrangement 1

ORCA calculation (the ωB97M-V functional and the def2-TZVPD basis) on a 2-piece molecular cluster, C9H11O3 overall.

The geometry in XYZ format:
```
23
Properties=species:S:1:pos:R:3:mulliken_charge:R:1
C 0.19488 -4.27543 0.32166 -1.376
C -0.49191 -0.15860 -0.65926 0.597
C 0.66715 -0.53709 0.07381 -0.293
C -1.37669 -1.10166 -1.17474 -0.753
C 0.90086 -1.89379 0.28952 -0.647
C -1.15287 -2.44045 -0.83811 -0.358
C -0.12169 -2.81254 0.00477 0.608
O -0.62298 1.13570 -0.97001 -0.532
H 0.15342 1.66046 -0.70488 0.346
H 1.25805 0.25364 0.51245 0.485
H -2.21588 -0.83213 -1.79932 0.380
H 1.75923 -2.27664 0.82910 0.313
H -1.90213 -3.17497 -1.11347 0.266
H 1.21398 -4.63066 0.25919 0.359
H -0.41934 -4.92301 -0.31537 0.338
H -0.16354 -4.44638 1.34524 0.282
C 0.32252 5.00134 0.34662 -0.831
C 0.39079 3.55013 0.88466 0.697
O 1.11591 2.72972 0.24282 -0.875
O -0.34362 3.27426 1.85510 -0.718
H 1.31989 5.35710 0.09815 0.269
H -0.21389 5.59819 1.08050 0.287
H -0.27216 4.94280 -0.56843 0.155
```

Orbital gap = 7.871 eV
LUMO energy = 3.312 eV
Net charge = -1

---

Arrangement 2

ORCA calculation (the ωB97M-V functional and the def2-TZVPD basis) on a 2-piece molecular cluster, C9H11O3 overall.

The geometry in XYZ format:
```
23
Properties=species:S:1:pos:R:3:mulliken_charge:R:1
C 0.17077 -0.04858 3.81741 -0.614
C 0.13710 -1.58722 4.04795 0.543
O 0.44121 -2.07478 5.12396 -0.645
O -0.57170 -2.24259 3.17735 -0.522
H -0.49125 0.28981 4.59573 0.202
H -0.07835 0.24615 2.81543 0.215
H 1.13929 0.34828 4.14891 0.261
C 0.40322 1.57736 -3.94464 -1.236
C -1.16561 0.49154 -0.74277 -0.226
C -0.56090 -0.64525 -0.19468 -0.116
C -0.84637 1.17945 -1.90400 -0.401
C 0.15225 0.69044 -2.75853 0.651
C 0.61434 -0.97076 -0.99528 -0.319
C 0.89841 -0.36101 -2.20481 -0.487
O -0.92437 -1.06413 0.95717 -0.850
H -1.89555 0.91180 -0.04887 0.275
H -1.32508 2.13368 -2.07678 0.223
H 1.39581 -1.62951 -0.64797 0.353
H -0.57519 -1.88233 2.22455 0.559
H 0.02684 2.57979 -3.74120 0.309
H -0.21933 1.27710 -4.79678 0.231
H 1.80406 -0.73545 -2.69566 0.262
H 1.47039 1.51619 -4.15647 0.333
```

Orbital gap = 7.115 eV
LUMO energy = 3.496 eV
Net charge = -1

---

So which one is most stable? That would be arrangement 1, about 8.9 kcal/mol below the next structure.

---

Arrangement 1

ORCA calculation (the ωB97M-V functional and the def2-TZVPD basis) on one molecule with the formula C4H4N4O.

The geometry in XYZ format:
```
13
Properties=species:S:1:pos:R:3:mulliken_charge:R:1
C -0.65386 -1.92187 -0.71333 0.791
C 0.52821 1.17629 -2.20427 0.116
C -0.56902 -0.08744 1.54388 -0.130
C 0.12034 -0.87543 -0.94795 -0.693
N -1.16704 -2.91986 -0.42345 -0.463
N -0.74822 1.09054 1.01522 -0.245
N -0.71424 1.36010 -0.23309 -0.590
N -0.06145 0.51256 -1.08188 0.550
O 1.15813 0.66245 -3.12831 -0.456
H 0.49780 2.34832 -2.20297 0.357
H -0.66418 -0.98197 1.10276 0.251
H -0.38491 -0.03792 2.61626 0.284
H 0.98524 -1.31490 -1.45745 0.227
```

Orbital gap (spin up / spin down) = 7.343 / 7.625 eV
LUMO energy (spin up / spin down) = -1.962 / -1.813 eV

---

Arrangement 2

ORCA calculation (the ωB97M-V functional and the def2-TZVPD basis) on C4H4N4O as an isolated structure.

The geometry in XYZ format:
```
13
Properties=species:S:1:pos:R:3:mulliken_charge:R:1
C 1.41730 0.74276 1.27882 0.288
C -0.50683 2.46488 -0.96269 0.073
C 0.14220 -0.99855 0.22891 -0.528
C 0.17235 0.33127 0.88217 0.017
N 2.44050 0.96395 1.74015 -0.402
N 0.36703 -0.88915 -1.23823 -0.368
N 0.13236 0.20544 -1.65631 -0.293
N 0.00294 1.20850 -0.83837 0.335
O -0.86600 3.04825 0.02045 -0.485
H -0.82104 2.86530 -1.96512 0.375
H 0.96127 -1.61527 0.45678 0.335
H -0.88659 -1.59580 0.48055 0.280
H -0.70883 0.80238 1.40447 0.373
```

Orbital gap = 9.657 eV
LUMO energy = -0.485 eV

---

So which one is most stable? That would be arrangement 2, about 37.4 kcal/mol below the next structure.

---

Arrangement 1

ORCA calculation (the ωB97M-V functional and the def2-TZVPD basis) on a 2-piece molecular cluster, C2H6N2O2 overall.

The geometry in XYZ format:
```
12
Properties=species:S:1:pos:R:3:mulliken_charge:R:1
C 0.47041 0.12061 -0.54349 0.817
C 1.64797 0.56779 0.29476 -0.906
N -2.21233 -1.04720 -1.27209 -0.484
N -0.73313 0.36977 -0.02607 -0.336
O 0.77233 -0.45406 -1.57589 -0.571
O -1.08187 0.06539 1.20212 -0.287
H 1.77584 -0.18540 1.05298 0.278
H 2.53095 0.46804 -0.44733 0.282
H 1.68728 1.54998 0.93199 0.289
H -1.60769 -0.75128 -1.99774 0.277
H -2.04534 -2.00856 -1.09320 0.240
H -1.83136 0.69211 1.45258 0.400
```

Orbital gap (spin up / spin down) = 9.217 / 9.461 eV
LUMO energy (spin up / spin down) = -0.703 / -0.184 eV

---

Arrangement 2

ORCA calculation (the ωB97M-V functional and the def2-TZVPD basis) on a 2-piece molecular cluster, C2H6N2O2 overall.

The geometry in XYZ format:
```
12
Properties=species:S:1:pos:R:3:mulliken_charge:R:1
N 0.45022 -0.68770 1.41087 -0.270
C 1.54221 -0.55509 0.65327 0.093
O 2.00586 0.45140 0.14285 -0.579
H 0.36462 -1.58914 1.86237 0.224
H -0.35199 -0.07132 1.38492 0.215
H 2.09455 -1.48161 0.44408 0.341
N -0.42657 0.92573 -1.24888 -0.333
C -1.62352 0.50127 -0.84727 0.081
O -1.99708 0.58960 0.31547 -0.628
H 0.09438 0.61205 -2.04385 0.212
H 0.12705 1.30719 -0.50796 0.254
H -2.27974 -0.00237 -1.56586 0.390
```

Orbital gap = 10.931 eV
LUMO energy = 0.822 eV

---

So which one is most stable? That would be arrangement 2, about 141.7 kcal/mol below the next structure.

---

Arrangement 1

ORCA calculation (the ωB97M-V functional and the def2-TZVPD basis) on a 2-piece molecular cluster, C2H6N2O2 overall.

The geometry in XYZ format:
```
12
Properties=species:S:1:pos:R:3:mulliken_charge:R:1
C 0.42507 0.06646 0.24643 0.890
C -0.25171 0.69469 1.45413 -0.955
N -0.04183 -1.63461 -1.04275 -0.293
N -0.53281 -0.61875 -0.47758 -0.200
O 1.61700 -0.03969 -0.04991 -0.695
O -0.26600 1.06570 -1.54584 -0.589
H 0.49207 0.65436 2.30552 0.285
H -0.40780 1.70278 1.25474 0.304
H -1.12867 0.14987 1.59965 0.379
H 1.08768 -1.70700 -0.92780 0.320
H -0.49013 -1.98675 -1.93432 0.289
H -0.50288 1.65295 -0.88227 0.265
```

Orbital gap (spin up / spin down) = 8.752 / 9.304 eV
LUMO energy (spin up / spin down) = -0.477 / -0.594 eV

---

Arrangement 2

ORCA calculation (the ωB97M-V functional and the def2-TZVPD basis) on one molecule with the formula C2H6N2O2.

The geometry in XYZ format:
```
12
Properties=species:S:1:pos:R:3:mulliken_charge:R:1
C -1.65016 0.92032 0.12244 -0.725
C 1.56116 -0.97546 -0.07465 -0.705
N -0.62593 -0.09200 0.15375 0.617
N 0.66441 0.16789 -0.18700 0.563
O -0.94326 -1.26015 0.48681 -0.767
O 1.01767 1.25866 -0.49083 -0.725
H -1.48269 1.38978 -0.90362 0.273
H -1.60731 1.66219 0.97328 0.261
H -2.58384 0.38104 0.07750 0.324
H 2.27177 -0.79892 0.67172 0.310
H 2.03774 -0.89953 -1.01797 0.298
H 1.04307 -1.93803 0.11166 0.277
```

Orbital gap (spin up / spin down) = 9.045 / 8.772 eV
LUMO energy (spin up / spin down) = 0.883 / 0.765 eV

---

So which one is most stable? That would be arrangement 1, about 14.7 kcal/mol below the next structure.

---

Arrangement 1

ORCA calculation (the ωB97M-V functional and the def2-TZVPD basis) on one molecule with the formula C2H6N2O2.

The geometry in XYZ format:
```
12
Properties=species:S:1:pos:R:3:mulliken_charge:R:1
C -1.26770 -0.64491 -1.10598 -0.673
N -0.21193 0.12890 -0.53610 -0.608
N 0.12325 -0.09008 0.64681 1.011
O -0.36428 -0.93207 1.41138 -0.670
C 1.35047 0.62338 1.19655 -0.359
O 1.43552 2.00638 1.13587 -0.481
H -1.10069 -0.65731 -2.18147 0.260
H -1.29266 -1.65967 -0.69919 0.296
H -2.22844 -0.16710 -0.90267 0.276
H 1.35422 0.34763 2.25604 0.315
H 2.19875 0.13773 0.68818 0.300
H 1.44864 2.29732 0.21784 0.334
```

Orbital gap = 10.555 eV
LUMO energy = 0.708 eV

---

Arrangement 2

ORCA calculation (the ωB97M-V functional and the def2-TZVPD basis) on one molecule with the formula C2H6N2O2.

The geometry in XYZ format:
```
12
Properties=species:S:1:pos:R:3:mulliken_charge:R:1
C 1.58167 1.44799 0.26215 -0.930
C 0.48737 0.45276 0.36939 0.087
N -0.16998 0.00590 -0.59584 -0.388
N -1.30931 -0.91768 0.01809 0.084
O -0.97587 -2.23488 -0.39376 -0.445
O -2.51790 -0.62502 -0.55853 -0.397
H 1.29775 2.35486 0.79359 0.273
H 2.47815 1.05443 0.73407 0.289
H 1.78840 1.67345 -0.77991 0.287
H 0.14966 0.13542 1.38407 0.442
H -0.37477 -2.59591 0.29676 0.346
H -2.43517 -0.75131 -1.53008 0.354
```

Orbital gap = 10.249 eV
LUMO energy = 0.950 eV

---

So which one is most stable? That would be arrangement 1, about 32.0 kcal/mol below the next structure.